# C63H52N3O3P3RuSSi

A structure of composition C63H52N3O3P3RuSSi in a non-equilibrium geometry (ωB97M-V/def2-TZVPD, OMol25).

CARTESIAN COORDINATES (ANGSTROEM)
Ru: -0.22607 -0.16241 -0.22137
C: 4.51759 -3.54127 -2.05612
C: 4.42599 -4.03608 -0.75772
C: 3.48671 -3.52057 0.11895
C: 2.58243 -2.53039 -0.29917
C: 2.70955 -2.03851 -1.58179
C: 3.67275 -2.52519 -2.46249
P: 1.39983 -1.79263 0.90339
C: 2.61059 -1.54060 2.23760
C: 2.51443 -2.18408 3.46424
C: 3.52991 -2.05042 4.40572
C: 4.63720 -1.26613 4.12613
C: 4.73683 -0.61876 2.89902
C: 3.72903 -0.75812 1.95881
C: 0.34132 -3.18813 1.49399
C: 0.72669 -4.52613 1.54175
C: -0.19050 -5.49382 1.93811
C: -1.48376 -5.13664 2.29408
C: -1.86187 -3.79675 2.26916
C: -0.94497 -2.81833 1.88563
Si: -1.21670 -0.99300 1.75757
C: -0.25391 -0.26537 3.17029
C: -0.21051 -0.83638 4.44921
C: 0.44853 -0.19762 5.48696
C: 1.04477 1.04328 5.26931
C: 1.00819 1.61784 4.00811
C: 0.39689 0.93660 2.95243
P: 0.25846 1.62053 1.27000
C: -0.71875 3.10544 1.71238
C: -1.85192 2.89892 2.50754
C: -2.63388 3.96717 2.91200
C: -2.29614 5.26030 2.52183
C: -1.18236 5.47177 1.72658
C: -0.39339 4.39761 1.31754
C: 1.87356 2.33457 0.81385
C: 1.94340 3.03648 -0.39051
C: 3.12474 3.62982 -0.81107
C: 4.26478 3.52012 -0.02774
C: 4.21351 2.81300 1.16509
C: 3.02584 2.22405 1.58661
C: -2.99192 -0.53419 1.94315
C: -3.73972 -0.79601 3.10576
C: -5.07995 -0.45223 3.16577
C: -5.69311 0.16037 2.07130
C: -4.96614 0.42148 0.92230
C: -3.61603 0.06433 0.86370
P: -2.60784 0.30523 -0.62616
C: -3.30946 -0.95003 -1.75581
C: -3.15964 -0.84417 -3.14257
C: -3.56115 -1.87597 -3.98013
C: -4.10683 -3.03477 -3.44300
C: -4.25870 -3.15122 -2.07042
C: -3.86035 -2.11680 -1.23197
C: -3.23315 1.87150 -1.33304
C: -4.28205 1.88003 -2.25978
C: -4.80492 3.08074 -2.71988
C: -4.29537 4.28624 -2.26109
C: -3.24983 4.28998 -1.35026
C: -2.71914 3.08632 -0.89859
H: 5.26357 -3.93349 -2.73649
H: 5.10945 -4.80570 -0.42096
H: 3.49307 -3.85885 1.14835
H: 2.06024 -1.25208 -1.89931
H: 3.76356 -2.09651 -3.45443
H: 1.65453 -2.80153 3.69245
H: 3.45536 -2.56894 5.35323
H: 5.42932 -1.16689 4.85775
H: 5.60885 -0.01793 2.66982
H: 3.82752 -0.28334 0.99208
H: 1.71979 -4.83201 1.24793
H: 0.10902 -6.53433 1.96222
H: -2.19193 -5.89729 2.59951
H: -2.86888 -3.51548 2.55959
H: -0.69759 -1.79019 4.63604
H: 0.48530 -0.65165 6.47052
H: 1.52854 1.56434 6.08621
H: 1.44927 2.59559 3.84795
H: -2.12595 1.89493 2.81497
H: -3.50276 3.79406 3.53477
H: -2.89990 6.09988 2.84413
H: -0.91356 6.47594 1.42232
H: 0.48020 4.58736 0.71089
H: 1.06476 3.11660 -1.02224
H: 3.16332 4.15762 -1.75648
H: 5.18919 3.98260 -0.35165
H: 5.10216 2.72456 1.77949
H: 3.00512 1.68326 2.51835
H: -3.26719 -1.25426 3.96994
H: -5.65191 -0.65322 4.06361
H: -6.73997 0.43543 2.12060
H: -5.44683 0.90462 0.07850
H: -2.75714 0.06099 -3.58523
H: -3.44678 -1.77524 -5.05230
H: -4.42012 -3.84041 -4.09500
H: -4.68951 -4.05012 -1.64694
H: -3.99512 -2.21812 -0.16045
H: -4.71094 0.95349 -2.61161
H: -5.61537 3.07081 -3.43793
H: -4.71417 5.22036 -2.61477
H: -2.84105 5.22378 -0.98629
H: -1.90533 3.10140 -0.20488
N: -0.25795 0.94063 -2.28567
C: 0.89609 1.24469 -3.14062
C: 0.72040 1.76419 -4.41451
C: 1.83082 2.04747 -5.19960
C: 3.11163 1.80895 -4.70736
C: 3.27129 1.28714 -3.42255
C: 2.16520 1.01503 -2.64717
S: 4.54531 2.18308 -5.62898
O: 4.10784 2.72793 -6.90299
O: 5.30560 3.14877 -4.84035
O: 5.29555 0.94169 -5.77512
H: -0.78926 1.79264 -2.12652
H: -0.88594 0.31428 -2.77715
H: -0.27970 1.95688 -4.78795
H: 1.72447 2.45590 -6.19696
H: 4.27206 1.11929 -3.03905
H: 2.28099 0.66165 -1.63460
N: -0.78987 -3.03611 -1.21656
C: -0.54810 -3.95403 -2.16200
C: -0.02412 -3.28939 -3.24496
C: 0.00921 -1.95107 -2.84838
N: -0.46387 -1.79031 -1.61012
H: -1.18889 -3.18276 -0.30263
H: -0.75655 -4.99908 -1.99291
H: 0.29481 -3.70613 -4.18542
H: 0.36932 -1.10230 -3.40933

HOMO level (spin up / spin down) (hartree): -0.3492 / -0.3492
LUMO (spin up / spin down) (eV): -1.8 / -6.1
Spin multiplicity: 2
Charge: +1
Molar mass (g/mol): 1153.27
Energy relative to the best compared isomer or geometry (same formula, charge and spin) (eV): 0.000
Calculated total energy (eV): -125945.8395